# 1
2 unconnected molecules or ions with the total composition C12H19NSi at a distorted geometry, computed with wB97M-V/def2-TZVPD.

The energy above the lowest of the compared OMol25 structures with the same formula, charge and spin comes out at 101.3 kcal per mole. Its SMILES is C[SiH2]/N=C1/C=CC=CC1.C1=CCCC1. The value obtained for the HOMO-LUMO gap is 8.4 eV. For the total energy, the calculation gives -22116.817 eV. The largest force on an atom is 4.03 eV Å⁻¹. Its spin multiplicity is 1.

```
33
Properties=species:S:1:pos:R:3:forces:R:3
C 2.513163 1.304655 -1.724117 0.505 -0.220 1.811
Si 1.242514 2.128017 -0.590212 0.298 2.052 -0.063
N -0.090285 1.102536 -0.430483 -0.662 -0.217 -0.230
C -1.334427 1.234389 -0.217604 1.091 0.918 0.370
C -2.192635 0.093958 -0.084584 -3.741 -1.464 -0.255
C -3.561472 0.262780 -0.255895 1.339 0.407 1.093
C -4.234498 1.587057 -0.424781 2.145 -2.002 0.211
C -3.460166 2.651182 -0.324420 0.251 3.235 -1.490
C -1.974868 2.606141 -0.076259 0.673 1.027 -0.077
H 2.127692 0.460906 -2.267131 -0.453 -0.510 0.038
H 2.986954 1.931435 -2.463671 0.213 0.511 0.170
H 3.247552 0.917692 -0.972494 -0.052 0.248 -1.063
H 1.097753 3.540758 -1.201201 -0.376 -0.691 0.135
H 1.483884 2.599206 0.874765 0.482 -0.769 -0.969
H -1.896413 -0.968858 0.076634 0.418 1.275 -0.246
H -4.232410 -0.590682 -0.147429 0.321 0.021 -0.232
H -5.247558 1.495921 -0.683796 -1.216 0.659 -0.257
H -3.772168 3.712331 -0.661455 -0.080 -1.830 0.998
H -1.746933 3.094660 0.933422 -0.242 -0.957 -0.940
H -1.382661 3.307418 -0.776867 -1.173 -0.948 0.788
C 2.239957 -1.445806 0.453955 1.123 1.052 0.870
C 0.945300 -1.537158 0.274505 -1.511 0.422 -1.404
C 0.172009 -2.364136 1.236395 -0.585 -0.370 2.026
C 1.332456 -3.091134 1.938059 2.434 -2.387 -0.377
C 2.620101 -2.170283 1.706301 0.298 0.095 1.773
H 2.962886 -0.782489 -0.080971 -0.909 -0.987 0.319
H 0.407903 -1.065146 -0.522357 0.088 0.158 -0.277
H -0.648951 -2.979370 0.741202 1.250 0.416 0.692
H -0.329805 -1.820430 2.104124 0.232 0.119 -1.433
H 1.619911 -3.964059 1.265912 -0.623 0.554 0.936
H 1.285481 -3.510956 3.014409 -0.432 0.962 -1.743
H 2.767750 -1.494274 2.656211 -0.091 -0.876 -1.853
H 3.591860 -2.705911 1.513580 -1.017 0.097 0.681
```
Forces are in eV/Å.

natural (NBO) population analysis, charges in e, atoms 1 to 4:
1. C -1.10
2. Si 1.30
3. N -0.89
4. C 0.32


# 2
C3H6N2S in the gas phase at a distorted geometry, computed with wB97M-V/def2-TZVPD.

The energy above the lowest of the compared OMol25 structures with the same formula, charge and spin comes out at 48.9 kcal per mole. Its SMILES is S[C@H]1C=NNC1. The value obtained for the HOMO-LUMO gap is 9.3 eV. For the total energy, the calculation gives -17021.921 eV. The largest force on an atom is 5.46 eV Å⁻¹. Its spin multiplicity is 1.

```
12
Properties=species:S:1:pos:R:3:forces:R:3
S -0.279466 -2.223736 -0.125340 -0.225 -0.848 0.006
C -0.328344 -0.572954 0.625984 -0.025 0.047 -0.984
C 1.052801 -0.103669 0.944617 1.991 2.243 -1.513
N 1.380736 1.024740 0.315315 0.886 -3.801 3.151
N 0.289406 1.549120 -0.181156 -2.582 2.046 -4.359
C -0.788872 0.528735 -0.415459 -0.337 -0.229 1.427
H -0.077289 -1.913649 -1.414832 0.134 0.251 0.170
H -0.944533 -0.753670 1.514258 -0.137 0.528 -0.251
H 1.849237 -0.655518 1.456347 -0.606 0.167 -0.156
H 0.497784 2.056056 -1.093877 -0.242 -0.621 1.824
H -0.858575 0.130657 -1.458208 0.430 0.333 0.766
H -1.792884 0.933889 -0.167648 0.713 -0.114 -0.078
```
Forces are in eV/Å.

natural (NBO) population analysis, charges in e, atoms 1 to 4:
1. S -0.02
2. C -0.41
3. C -0.05
4. N -0.19


# 3
2 unconnected molecules or ions with the total composition C3H10N3S at a distorted geometry, computed with wB97M-V/def2-TZVPD.

As for the net charge: +1. The energy above the lowest of the compared OMol25 structures with the same formula, charge and spin comes out at 81.8 kcal per mole. The value obtained for the HOMO-LUMO gap (alpha / beta) is 7.5 / 7.5 eV. For the total energy, the calculation gives -18569.326 eV. The largest force on an atom is 5.73 eV Å⁻¹. Its spin multiplicity is 1.

```
17
Properties=species:S:1:pos:R:3:forces:R:3
C 0.660670 -1.628659 0.019390 0.116 -0.148 1.400
C 1.429385 -0.718059 0.914231 -0.765 1.508 -0.375
C -0.557819 1.725006 -0.563241 5.449 1.692 -0.564
N -1.306063 0.796855 -0.347389 -2.640 -0.228 0.298
N -0.288534 2.939713 -1.095099 0.989 -0.800 1.146
N -0.776936 -1.604667 0.455890 -0.783 -0.809 -2.502
S 1.819696 0.716774 -0.056660 -0.668 2.450 -0.741
H 0.786421 -1.274428 -0.988374 -0.616 -0.254 -0.469
H 1.136514 -2.540324 0.174070 -0.037 -2.307 -0.287
H 0.774614 -0.351637 1.674708 -0.315 0.072 1.052
H 2.281782 -1.163277 1.393419 0.532 -0.050 -0.020
H -2.315789 0.935765 -0.226255 0.119 0.338 -0.330
H -1.028114 -0.593295 0.134951 -0.161 -0.340 0.692
H 0.666955 3.448101 -0.911597 -2.720 -1.617 -0.469
H -0.941986 3.279578 -1.803284 0.412 0.153 0.294
H -1.339899 -2.202313 -0.228057 0.695 0.542 1.692
H -1.000897 -1.765133 1.453295 0.393 -0.202 -0.816
```
Forces are in eV/Å.

natural (NBO) population analysis, charges in e, atoms 1 to 4:
1. C -0.25
2. C -0.58
3. C 0.70
4. N -0.79


# 4
A molecular structure, C3H3CsO3 at a distorted geometry, computed with wB97M-V/def2-TZVPD.

As for the net charge: +1. The energy above the lowest of the compared OMol25 structures with the same formula, charge and spin comes out at 16.2 kcal per mole. The value obtained for the HOMO-LUMO gap (alpha / beta) is 9.8 / 6.5 eV. For the total energy, the calculation gives -9841.405 eV. As for the expectation value of S²: 0.762. The largest force on an atom is 4.99 eV Å⁻¹. Its spin multiplicity is 2.

```
10
Properties=species:S:1:pos:R:3:forces:R:3
C -0.264626 -0.349240 0.112756 1.414 -4.604 -1.295
C -0.521776 -1.604368 -0.432323 1.627 1.904 1.376
O -1.145314 0.585202 0.052113 -2.155 1.770 1.454
H 0.262203 -2.358767 -0.405121 -0.382 0.066 0.126
H -1.454297 -1.775729 -0.972151 0.356 0.126 0.058
H -1.941175 0.274201 0.551308 0.488 0.604 -0.654
O 1.474939 1.328457 0.346696 -0.825 -1.289 0.200
C 1.239817 0.160551 0.723627 0.176 3.179 -1.715
O 1.863476 -0.620422 1.403199 -0.832 -1.436 0.251
Cs 0.486749 4.360118 -1.380102 0.134 -0.320 0.198
```
Forces are in eV/Å.

natural (NBO) population analysis, charges in e, atoms 1 to 4:
1. C 0.29
2. C -0.37
3. O -0.62
4. H 0.24